Entry 1:
{"formula": "C34H39MgN5O4P2", "method": "the ωB97M-V functional and the def2-TZVPD basis", "symbols": ["Mg", "C", "C", "C", "C", "C", "C", "C", "C", "C", "H", "H", "H", "H", "H", "H", "H", "H", "H", "H", "H", "H", "H", "H", "H", "P", "P", "N", "N", "N", "N", "C", "C", "C", "C", "C", "C", "C", "C", "C", "C", "C", "C", "C", "C", "C", "C", "C", "C", "H", "H", "H", "H", "H", "H", "H", "H", "H", "H", "H", "H", "H", "H", "H", "H", "H", "H", "H", "H", "O", "C", "O", "C", "C", "C", "C", "C", "C", "N", "O", "O", "H", "H", "H", "H"], "xyz": [[0.560, -0.525, 1.628], [-2.808, -2.574, -3.085], [-1.565, -2.241, -2.737], [-1.149, -0.900, -2.226], [-2.066, -0.232, -1.176], [-2.900, 0.916, -1.681], [-3.829, 0.829, -2.631], [-3.971, -0.346, -3.539], [-4.019, -1.732, -2.820], [-0.594, 0.903, 2.805], [-2.966, -3.497, -3.640], [-0.730, -2.941, -2.897], [-1.005, -0.203, -3.058], [-0.155, -1.023, -1.788], [-2.690, -0.996, -0.706], [-1.428, 0.156, -0.369], [-2.671, 1.865, -1.200], [-4.498, 1.666, -2.816], [-3.165, -0.338, -4.291], [-4.908, -0.245, -4.102], [-4.108, -1.565, -1.742], [-4.919, -2.248, -3.152], [-1.066, 0.173, 3.474], [-1.369, 1.327, 2.168], [-0.148, 1.688, 3.426], [0.826, 2.251, 1.235], [2.730, -0.940, -0.107], [-0.167, 3.299, 0.198], [1.747, 3.708, 1.935], [2.594, -0.446, -1.810], [4.622, -1.197, -0.448], [2.002, 1.763, -0.013], [2.977, 0.733, 0.587], [-1.470, 3.687, 0.512], [-1.842, 4.745, -0.307], [-0.731, 5.042, -1.147], [0.278, 4.139, -0.831], [1.748, 4.024, 3.295], [2.418, 5.232, 3.485], [2.823, 5.695, 2.193], [2.403, 4.742, 1.268], [2.047, -1.246, -2.817], [2.178, -0.607, -4.041], [2.836, 0.636, -3.801], [3.127, 0.692, -2.443], [5.405, -0.924, -1.571], [6.746, -0.795, -1.209], [6.818, -1.078, 0.190], [5.513, -1.314, 0.621], [2.553, 2.629, -0.409], [1.386, 1.357, -0.830], [4.018, 1.062, 0.459], [2.833, 0.601, 1.687], [-2.016, 3.164, 1.274], [-2.792, 5.250, -0.312], [-0.658, 5.827, -1.889], [1.261, 4.020, -1.268], [1.286, 3.350, 4.007], [2.605, 5.728, 4.429], [3.351, 6.609, 1.967], [2.527, 4.731, 0.195], [1.628, -2.203, -2.569], [1.851, -0.977, -4.998], [3.085, 1.402, -4.526], [3.657, 1.450, -1.883], [4.990, -0.836, -2.560], [7.556, -0.512, -1.866], [7.715, -1.099, 0.795], [5.145, -1.560, 1.605], [-1.308, -1.653, 1.319], [-1.135, -2.408, 2.340], [-0.053, -2.279, 3.017], [-2.216, -3.434, 2.729], [-3.394, -3.048, 3.406], [-4.383, -3.981, 3.756], [-4.211, -5.336, 3.401], [-2.989, -5.763, 2.849], [-2.025, -4.811, 2.500], [-5.315, -6.220, 3.364], [-6.419, -5.823, 3.793], [-5.168, -7.347, 2.832], [-3.581, -1.988, 3.618], [-5.301, -3.707, 4.269], [-2.827, -6.823, 2.681], [-1.112, -5.130, 1.997]], "lowdin_charge": [0.72, -0.11, -0.11, -0.19, -0.19, -0.09, -0.11, -0.18, -0.18, -0.31, 0.10, 0.10, 0.12, 0.06, 0.10, 0.07, 0.08, 0.10, 0.12, 0.10, 0.10, 0.10, -0.02, -0.04, -0.04, 1.06, 1.16, -0.22, -0.20, -0.29, -0.20, -0.43, -0.41, -0.14, -0.09, -0.08, -0.16, -0.15, -0.10, -0.09, -0.15, -0.16, -0.07, -0.06, -0.17, -0.15, -0.08, -0.10, -0.18, 0.07, 0.08, 0.11, 0.07, 0.09, 0.09, 0.09, 0.09, 0.09, 0.09, 0.09, 0.08, 0.10, 0.10, 0.10, 0.11, 0.10, 0.09, 0.09, 0.10, -0.09, -0.56, -0.07, -0.09, 0.00, 0.03, -0.17, 0.02, 0.00, -0.32, 0.06, 0.05, 0.13, 0.12, 0.12, 0.12], "de_lowest_kcal_mol": 54.2, "gap_ev": 5.7, "homo_energy_ev": -7.786}


Entry 2:
{"formula": "C47H46AsF5IrO2P2Te", "method": "the ωB97M-V functional and the def2-TZVPD basis", "symbols": ["Ir", "C", "C", "P", "C", "C", "C", "C", "C", "C", "C", "C", "C", "C", "C", "C", "P", "C", "C", "C", "C", "C", "C", "C", "C", "C", "C", "C", "C", "H", "H", "H", "H", "H", "H", "H", "H", "H", "H", "H", "H", "H", "H", "H", "H", "H", "H", "H", "H", "H", "H", "H", "H", "F", "Te", "F", "F", "F", "F", "O", "C", "C", "C", "O", "H", "H", "H", "H", "H", "H", "H", "C", "C", "C", "C", "C", "C", "As", "C", "C", "C", "C", "C", "C", "C", "C", "C", "C", "C", "C", "H", "H", "H", "H", "H", "H", "H", "H", "H", "H", "H", "H", "H", "H", "H"], "xyz": [[-1.294, -1.306, -0.207], [2.423, -1.403, -2.612], [3.413, -1.628, -1.476], [2.505, -1.391, 0.110], [2.690, 0.352, 0.595], [1.574, 1.172, 0.743], [1.728, 2.469, 1.200], [2.993, 2.954, 1.500], [4.107, 2.139, 1.356], [3.956, 0.835, 0.914], [3.096, -2.369, 1.497], [4.446, -2.615, 1.716], [4.843, -3.225, 2.894], [3.901, -3.596, 3.841], [2.555, -3.353, 3.618], [2.149, -2.734, 2.449], [1.685, 0.293, -2.447], [0.297, 0.484, -3.597], [-0.867, -0.466, -3.571], [-1.674, -0.361, -4.820], [-1.599, 0.721, -5.646], [-0.701, 1.768, -5.392], [0.264, 1.605, -4.396], [3.034, 1.267, -3.191], [3.361, 1.005, -4.523], [4.410, 1.685, -5.108], [5.140, 2.610, -4.378], [4.815, 2.866, -3.057], [3.758, 2.197, -2.462], [1.649, -2.165, -2.571], [2.930, -1.470, -3.580], [4.236, -0.910, -1.512], [3.817, -2.641, -1.537], [0.583, 0.788, 0.498], [0.864, 3.103, 1.324], [3.105, 3.967, 1.851], [5.089, 2.519, 1.593], [4.816, 0.188, 0.817], [5.179, -2.340, 0.973], [5.890, -3.409, 3.080], [4.216, -4.073, 4.755], [1.817, -3.634, 4.353], [1.107, -2.496, 2.299], [-0.523, -1.505, -3.481], [-2.306, -1.201, -5.063], [-2.241, 0.779, -6.513], [-0.709, 2.667, -5.984], [1.046, 2.345, -4.308], [2.786, 0.291, -5.096], [4.647, 1.493, -6.143], [5.957, 3.137, -4.845], [5.375, 3.593, -2.491], [3.488, 2.404, -1.437], [-1.840, -3.653, -0.392], [0.194, -3.824, -0.030], [-0.974, -2.605, 1.669], [-0.102, -5.358, -1.158], [-0.100, -2.977, -1.783], [2.026, -3.931, -0.869], [1.012, -1.642, -0.043], [-4.000, -0.706, -2.830], [-2.967, 0.273, -2.286], [-3.072, 1.679, -2.863], [-1.614, -0.253, -2.308], [-4.969, -0.483, -2.392], [-3.727, -1.722, -2.553], [-4.097, -0.641, -3.909], [-3.126, 0.345, -1.188], [-3.080, 1.679, -3.948], [-2.235, 2.286, -2.521], [-3.996, 2.128, -2.512], [-2.000, 4.686, 2.165], [-1.853, 4.078, 0.927], [-1.818, 2.696, 0.836], [-1.950, 1.916, 1.979], [-2.080, 2.531, 3.222], [-2.095, 3.913, 3.313], [-2.026, -0.035, 1.808], [-1.410, -0.633, 3.550], [-0.250, -0.102, 4.112], [0.232, -0.614, 5.305], [-0.431, -1.659, 5.932], [-1.576, -2.198, 5.364], [-2.067, -1.688, 4.176], [-3.928, -0.437, 1.831], [-4.827, 0.336, 2.555], [-6.168, -0.011, 2.570], [-6.607, -1.126, 1.873], [-5.711, -1.887, 1.137], [-4.370, -1.546, 1.114], [-2.032, 5.762, 2.239], [-1.757, 4.685, 0.039], [-1.680, 2.204, -0.123], [-2.161, 1.923, 4.117], [-2.186, 4.384, 4.279], [0.271, 0.714, 3.618], [1.125, -0.201, 5.749], [-0.059, -2.053, 6.865], [-2.088, -3.017, 5.847], [-2.947, -2.118, 3.713], [-4.476, 1.207, 3.096], [-6.868, 0.591, 3.128], [-7.649, -1.403, 1.906], [-6.056, -2.751, 0.593], [-3.654, -2.147, 0.552]], "lowdin_spin": [0.90, -0.04, 0.00, 0.00, -0.02, -0.02, 0.00, -0.01, 0.00, 0.00, 0.00, 0.00, 0.00, 0.00, 0.00, 0.00, -0.20, 0.02, 0.03, 0.15, -0.02, 0.14, -0.01, -0.03, -0.01, 0.00, 0.00, 0.00, 0.00, 0.00, -0.01, 0.00, 0.00, 0.00, 0.00, 0.00, 0.00, 0.00, 0.00, 0.00, 0.00, 0.00, 0.00, 0.01, 0.01, 0.00, 0.01, 0.00, 0.00, 0.00, 0.00, 0.00, 0.00, 0.01, 0.00, 0.00, 0.00, 0.00, 0.00, 0.05, 0.01, 0.01, 0.00, 0.02, 0.00, 0.00, 0.00, 0.00, 0.00, 0.00, 0.00, 0.00, 0.00, 0.00, -0.01, 0.00, 0.00, -0.01, 0.00, 0.00, 0.00, 0.00, 0.00, 0.00, 0.01, 0.00, 0.00, 0.00, 0.00, 0.02, 0.00, 0.00, 0.00, 0.00, 0.00, 0.00, 0.00, 0.00, 0.00, 0.00, 0.00, 0.00, 0.00, 0.00, 0.01], "s2": 1.085, "de_lowest_kcal_mol": 81.4, "multiplicity": 2, "gap_ev": [5.5, 5.9], "homo_energy_ev": [-13.698, -13.696], "charge": 2}


Entry 3:
{"formula": "C16H19BrN2O4", "method": "the ωB97M-V functional and the def2-TZVPD basis", "symbols": ["C", "C", "N", "C", "O", "N", "C", "C", "C", "C", "Br", "C", "C", "C", "O", "C", "C", "C", "O", "O", "C", "C", "C", "H", "H", "H", "H", "H", "H", "H", "H", "H", "H", "H", "H", "H", "H", "H", "H", "H", "H", "H"], "xyz": [[2.179, -0.952, 4.666], [1.097, -0.349, 3.773], [1.300, -0.641, 2.361], [0.930, -1.933, 1.974], [0.521, -2.741, 2.781], [1.138, -2.226, 0.671], [1.155, -1.207, -0.354], [-0.261, -0.869, -0.798], [-0.836, 0.361, -0.549], [-2.130, 0.619, -0.969], [-2.897, 2.324, -0.614], [-2.867, -0.338, -1.637], [-2.301, -1.577, -1.883], [-1.006, -1.857, -1.466], [-0.378, -3.050, -1.650], [-1.038, -4.059, -2.379], [1.906, -0.005, 0.165], [2.484, 0.795, -0.914], [2.543, 0.406, -2.061], [2.911, 2.027, -0.563], [3.428, 2.814, -1.626], [1.942, 0.225, 1.503], [2.656, 1.385, 2.120], [2.159, -2.034, 4.572], [1.984, -0.687, 5.702], [3.171, -0.599, 4.395], [1.024, 0.730, 3.906], [0.138, -0.799, 4.045], [0.821, -3.139, 0.379], [1.685, -1.610, -1.227], [-0.273, 1.125, -0.035], [-3.874, -0.127, -1.963], [-2.887, -2.317, -2.404], [-0.335, -4.888, -2.431], [-1.282, -3.727, -3.392], [-1.949, -4.390, -1.870], [3.699, 3.772, -1.188], [4.301, 2.332, -2.069], [2.671, 2.947, -2.402], [3.450, 1.724, 1.465], [3.082, 1.120, 3.082], [1.968, 2.219, 2.260]], "nbo_charge": [-0.62, -0.21, -0.46, 0.80, -0.64, -0.61, -0.07, -0.07, -0.17, -0.11, 0.04, -0.22, -0.28, 0.31, -0.51, -0.25, -0.26, 0.78, -0.61, -0.52, -0.26, 0.33, -0.67, 0.24, 0.21, 0.20, 0.20, 0.24, 0.42, 0.25, 0.22, 0.23, 0.22, 0.20, 0.18, 0.18, 0.19, 0.19, 0.20, 0.26, 0.22, 0.23], "smiles": "CCN1C(=O)N[C@@H](c2cc(Br)ccc2OC)C(C(=O)OC)=C1C", "gap_ev": 9.2, "homo_energy_ev": -8.534}


Entry 4:
{"formula": "C5H8N2O", "method": "the ωB97M-V functional and the def2-TZVPD basis", "symbols": ["H", "N", "C", "C", "N", "C", "O", "C", "C", "H", "H", "H", "H", "H", "H", "H"], "xyz": [[1.861, -1.894, -0.003], [1.021, -1.325, -0.003], [1.232, -0.079, -0.001], [2.585, 0.595, 0.002], [0.199, 0.832, -0.001], [-1.182, 0.709, -0.002], [-1.837, 1.731, -0.002], [-1.753, -0.647, -0.001], [-3.070, -0.815, 0.001], [2.688, 1.222, 0.886], [2.690, 1.224, -0.881], [3.382, -0.144, 0.002], [0.484, 1.806, -0.001], [-1.048, -1.462, -0.001], [-3.730, 0.038, 0.002], [-3.523, -1.791, 0.003]], "nbo_charge": [0.35, -0.71, 0.46, -0.68, -0.63, 0.66, -0.59, -0.35, -0.28, 0.23, 0.23, 0.23, 0.41, 0.26, 0.21, 0.20], "smiles": "[H]/N=C(\\C)NC(=O)C=C", "de_lowest_kcal_mol": 13.9, "gap_ev": 10.4, "homo_energy_ev": -9.800}


Entry 5:
{"formula": "C5H3F", "method": "the ωB97M-V functional and the def2-TZVPD basis", "symbols": ["C", "C", "C", "C", "C", "F", "H", "H", "H"], "xyz": [[-2.336, 0.563, 0.344], [-2.230, 1.111, -1.073], [-0.435, -0.585, -0.281], [-0.875, 0.361, 0.580], [-1.029, 0.505, -1.084], [-3.585, -0.154, 0.664], [0.610, -0.826, -0.260], [-1.197, -1.412, -0.369], [-0.209, 1.213, 0.629]], "nbo_charge": [0.43, -0.21, -0.44, -0.26, 0.05, -0.33, 0.25, 0.26, 0.25], "de_lowest_kcal_mol": 135.0, "gap_ev": [7.1, 7.2], "homo_energy_ev": [-8.108, -8.106]}


Entry 6:
{"formula": "C34H41AsCoN3O6SSi", "method": "the ωB97M-V functional and the def2-TZVPD basis", "symbols": ["Co", "C", "C", "C", "C", "C", "C", "C", "S", "O", "O", "N", "C", "C", "C", "C", "C", "C", "C", "C", "N", "C", "H", "H", "H", "H", "H", "H", "H", "H", "H", "H", "H", "H", "H", "C", "C", "As", "C", "C", "C", "C", "H", "H", "H", "H", "H", "H", "H", "H", "H", "H", "H", "H", "H", "H", "H", "C", "Si", "C", "C", "C", "C", "H", "H", "H", "H", "H", "H", "H", "H", "H", "O", "C", "O", "C", "C", "C", "C", "C", "C", "N", "O", "O", "H", "H", "H", "H"], "xyz": [[-0.535, -0.877, 0.163], [6.553, 1.882, 3.855], [5.524, 1.058, 3.130], [5.915, 0.180, 2.119], [4.976, -0.547, 1.409], [3.630, -0.387, 1.707], [3.221, 0.460, 2.719], [4.172, 1.176, 3.432], [2.480, -1.242, 0.649], [2.925, -2.603, 0.563], [2.396, -0.468, -0.569], [1.014, -1.144, 1.363], [0.790, -1.723, 2.599], [1.750, -2.106, 3.520], [1.377, -2.590, 4.782], [0.064, -2.702, 5.147], [-0.945, -2.375, 4.217], [-2.325, -2.497, 4.485], [-3.227, -2.253, 3.489], [-2.766, -1.868, 2.222], [-1.493, -1.671, 1.958], [-0.579, -1.915, 2.933], [7.444, 1.292, 4.069], [6.160, 2.275, 4.792], [6.862, 2.727, 3.236], [6.966, 0.067, 1.884], [5.264, -1.235, 0.625], [2.166, 0.551, 2.950], [3.858, 1.843, 4.227], [2.796, -2.035, 3.260], [2.154, -2.873, 5.481], [-0.218, -3.059, 6.129], [-2.650, -2.790, 5.476], [-4.289, -2.357, 3.657], [-3.467, -1.709, 1.418], [2.255, 4.227, -0.404], [2.106, 2.868, 0.272], [0.538, 1.778, -0.275], [0.657, 2.116, -2.213], [-0.296, 1.240, -3.020], [-0.874, 3.053, 0.283], [-1.236, 2.827, 1.750], [3.082, 4.768, 0.059], [1.363, 4.847, -0.303], [2.476, 4.124, -1.467], [2.039, 2.998, 1.352], [2.990, 2.261, 0.072], [1.691, 1.915, -2.497], [0.450, 3.174, -2.380], [-0.159, 0.189, -2.759], [-0.122, 1.358, -4.091], [-1.329, 1.514, -2.811], [-1.739, 2.911, -0.365], [-0.515, 4.073, 0.140], [-1.623, 1.820, 1.907], [-1.999, 3.533, 2.079], [-0.357, 2.958, 2.388], [-0.939, -4.977, -4.278], [0.134, -3.454, -3.989], [-0.247, -2.142, -5.293], [1.954, -3.927, -4.010], [-0.265, -2.683, -2.357], [-0.477, -2.097, -1.307], [-0.721, -5.410, -5.257], [-2.002, -4.731, -4.248], [-0.752, -5.743, -3.523], [-0.167, -2.546, -6.304], [0.444, -1.302, -5.208], [-1.260, -1.754, -5.165], [2.241, -4.366, -4.968], [2.173, -4.653, -3.225], [2.582, -3.052, -3.831], [-3.584, 0.704, 1.182], [-3.175, 0.640, 0.033], [-1.973, 0.328, -0.338], [-4.096, 0.979, -1.116], [-3.842, 0.512, -2.401], [-4.671, 0.883, -3.450], [-5.755, 1.713, -3.225], [-6.016, 2.139, -1.931], [-5.201, 1.779, -0.870], [-7.185, 2.982, -1.676], [-7.413, 3.308, -0.526], [-7.864, 3.313, -2.631], [-2.999, -0.147, -2.560], [-4.471, 0.526, -4.451], [-6.403, 2.032, -4.028], [-5.412, 2.111, 0.136]], "lowdin_spin": [2.99, 0.00, 0.00, 0.00, 0.00, 0.00, 0.00, 0.00, 0.01, 0.01, 0.01, 0.14, 0.00, 0.03, 0.00, 0.03, 0.00, 0.01, 0.00, 0.02, 0.06, 0.00, 0.00, 0.00, 0.00, 0.00, 0.00, 0.00, 0.00, 0.00, 0.00, 0.00, 0.00, 0.00, 0.00, 0.01, 0.03, 0.16, 0.03, 0.00, 0.03, 0.00, 0.00, 0.00, 0.00, 0.00, 0.00, 0.00, 0.01, 0.00, 0.00, 0.00, 0.00, 0.00, 0.00, 0.00, 0.00, 0.00, 0.02, 0.00, 0.00, 0.14, 0.12, 0.00, 0.00, 0.00, 0.00, 0.00, 0.00, 0.00, 0.00, 0.00, 0.01, 0.01, 0.10, 0.00, 0.00, 0.00, 0.00, 0.00, 0.00, 0.00, 0.00, 0.00, 0.00, 0.00, 0.00, 0.00], "s2": 6.027, "de_lowest_kcal_mol": 6.4, "multiplicity": 5, "gap_ev": [8.0, 5.6], "homo_energy_ev": [-8.310, -8.338]}